1.
Entry from OMol25: an isolated ion of composition C3H11N2 and charge +1 in a non-equilibrium geometry (ωB97M-V/def2-TZVPD).

Results
Charge   +1
HOMO-LUMO gap   11.81 eV
SMILES string   CC(C)(N)[NH3+]
Molecular weight   75.13 g mol⁻¹
LUMO level   -3.263 eV
Relative energy (zero: lowest compared OMol25 entry of this formula, charge and spin)   121.5 kJ/mol

Bonds (Å) are listed after each position.
Atoms and positions in Å:
1 C 0.49198 1.28667 -0.42062  C2 1.480, H6 1.075, H7 1.074, H8 1.162
2 C 0.10626 0.03691 0.27274  C1 1.480, C3 1.653, N4 1.383, N5 1.727
3 C -1.52532 -0.11471 0.49362  C2 1.653, H9 1.081, H10 1.093, H11 1.106
4 N 1.03429 -0.41723 1.19272  C2 1.383, H12 1.034, H13 0.978
5 N 0.46805 -1.09081 -0.98374  C2 1.727, H14 1.023, H15 1.030, H16 1.116
6 H 1.53974 1.15564 -0.62257  C1 1.075
7 H -0.06523 1.45861 -1.32265  C1 1.074
8 H 0.33586 2.25101 0.20805  C1 1.162
9 H -1.65873 -1.07454 0.97346  C3 1.081
10 H -1.98338 0.27909 -0.41691  C3 1.093
11 H -1.90848 0.71955 1.11056  C3 1.106
12 H 0.64000 -1.08196 1.88012  N4 1.034
13 H 1.65166 0.23063 1.58648  N4 0.978
14 H 1.34130 -1.39524 -0.54648  N5 1.023
15 H 0.53535 -0.67810 -1.92456  N5 1.030
16 H -0.18160 -1.98527 -1.13441  N5 1.116

2.
Entry from OMol25: a 2-piece molecular cluster, C3H11N2 overall in a non-equilibrium geometry (ωB97M-V/def2-TZVPD).

Results
Charge   +1
HOMO-LUMO gap   12.07 eV
Molecular weight   75.13 g mol⁻¹
LUMO level   -2.983 eV
Relative energy (zero: lowest compared OMol25 entry of this formula, charge and spin)   76.0 kJ/mol

Bonds (Å) are listed after each position.
Atoms and positions in Å:
1 C 2.52397 0.87827 1.07061  N2 1.259, H3 1.089, H4 1.091
2 N 1.39353 1.38324 0.84413  C1 1.259, H5 1.018
3 H 2.83197 -0.02936 0.55411  C1 1.089
4 H 3.22973 1.37706 1.73692  C1 1.091
5 H 1.16141 2.18230 1.43055  N2 1.018
6 H 0.06916 0.96162 -0.06411  N9 1.086
7 C -1.33123 -1.65749 -0.01804  C8 1.506, H10 1.094, H11 1.086, H12 1.083
8 C -0.88422 -0.71251 -1.10219  C7 1.506, N9 1.512, H13 1.085, H14 1.085
9 N -0.84742 0.70957 -0.59025  H6 1.086, C8 1.512, H15 1.019, H16 1.019
10 H -1.03848 -1.32503 0.98247  C7 1.094
11 H -0.83964 -2.62134 -0.11119  C7 1.086
12 H -2.39864 -1.83203 0.02868  C7 1.083
13 H -1.49275 -0.65956 -1.99950  C8 1.085
14 H 0.14201 -0.87703 -1.41462  C8 1.085
15 H -1.60870 0.90434 0.05776  N9 1.019
16 H -0.91069 1.31795 -1.40532  N9 1.019

Which of these has the lowest relative energy (zero: lowest compared OMol25 entry of this formula, charge and spin)? number 2

Look up the relative energy (zero: lowest compared OMol25 entry of this formula, charge and spin) of the first one. 121.5 kJ/mol

Please write out number 2 again, unchanged.
Entry from OMol25: a 2-piece molecular cluster, C3H11N2 overall in a non-equilibrium geometry (ωB97M-V/def2-TZVPD).

Results
Charge   +1
HOMO-LUMO gap   12.07 eV
Molecular weight   75.13 g mol⁻¹
LUMO level   -2.983 eV
Relative energy (zero: lowest compared OMol25 entry of this formula, charge and spin)   76.0 kJ/mol

Bonds (Å) are listed after each position.
Atoms and positions in Å:
1 C 2.52397 0.87827 1.07061  N2 1.259, H3 1.089, H4 1.091
2 N 1.39353 1.38324 0.84413  C1 1.259, H5 1.018
3 H 2.83197 -0.02936 0.55411  C1 1.089
4 H 3.22973 1.37706 1.73692  C1 1.091
5 H 1.16141 2.18230 1.43055  N2 1.018
6 H 0.06916 0.96162 -0.06411  N9 1.086
7 C -1.33123 -1.65749 -0.01804  C8 1.506, H10 1.094, H11 1.086, H12 1.083
8 C -0.88422 -0.71251 -1.10219  C7 1.506, N9 1.512, H13 1.085, H14 1.085
9 N -0.84742 0.70957 -0.59025  H6 1.086, C8 1.512, H15 1.019, H16 1.019
10 H -1.03848 -1.32503 0.98247  C7 1.094
11 H -0.83964 -2.62134 -0.11119  C7 1.086
12 H -2.39864 -1.83203 0.02868  C7 1.083
13 H -1.49275 -0.65956 -1.99950  C8 1.085
14 H 0.14201 -0.87703 -1.41462  C8 1.085
15 H -1.60870 0.90434 0.05776  N9 1.019
16 H -0.91069 1.31795 -1.40532  N9 1.019